The following is a DFT calculation (the ωB97M-V functional and the def2-TZVPD basis) of an isolated molecule of C6H11N3Si at a distorted geometry.

Structure (ORCA input):
```
! wB97M-V def2-TZVPD RIJCOSX def2/J DEFGRID3
* xyz 0 1
H 2.433 -0.854 -0.020
N -0.056 -0.958 1.274
C 0.440 0.297 -1.664
C 2.166 -1.602 0.659
C -0.133 1.022 -0.587
N 1.059 -0.032 -2.575
H 0.538 -2.257 -0.487
C 0.709 -2.059 0.622
H -1.709 1.947 -2.825
H -1.513 0.573 1.083
H 0.742 -0.383 1.672
Si -1.198 2.328 -1.435
H -0.778 3.772 -1.228
H 2.483 -1.266 1.609
H 0.533 -2.996 1.196
H -2.411 2.477 -0.530
H -1.615 -0.705 -0.077
N 3.566 -3.731 0.221
C 3.034 -2.720 0.434
C -0.932 -0.199 0.524
H 0.605 1.683 0.015
*
```

Calculated values
Structure (SMILES) = N#CCCNC[C@H]([SiH3])C#N
Kohn-Sham gap = 9.94 eV

Atom charges from the natural (NBO) analysis, given in e for atoms 1 to 6: 0.258, -0.608, 0.236, -0.536, -0.832, -0.335

The following is a DFT calculation (the ωB97M-V functional and the def2-TZVPD basis) of a structure of composition C28H51Br3Cl2F2KN2NaO13SV at a distorted geometry.

Structure (ORCA input):
```
! wB97M-V def2-TZVPD RIJCOSX def2/J DEFGRID3
* xyz 1 1
C -8.357 2.677 -0.381
H 1.331 -1.657 -1.193
C 1.297 1.321 0.579
C -4.750 7.019 0.276
H -4.186 5.146 -2.173
H -1.708 -3.727 -5.549
O -1.965 -0.663 -2.123
H 1.352 3.151 1.607
C 0.567 0.971 -1.938
H -2.535 4.625 -1.860
C 0.715 0.399 -0.506
O -0.708 2.279 7.999
C 2.406 0.200 -4.675
S -1.357 -1.170 -0.722
C -1.917 0.090 -4.374
H -0.330 -2.248 -4.600
H -8.206 2.386 0.657
K 1.777 1.272 5.367
H -4.547 7.277 -0.759
H 1.214 6.117 5.317
H -0.439 6.297 4.688
O 3.528 -2.211 -0.046
F 2.690 4.297 1.067
H 3.094 -1.914 2.027
C -2.156 -2.975 -3.589
Br -0.293 1.667 3.471
H 2.749 -0.626 -4.059
O -2.515 -1.389 0.103
H -3.864 3.442 -1.773
H -3.927 7.307 0.924
C -0.641 2.541 1.766
O -0.656 0.130 -0.020
O 6.175 -5.847 5.517
H 3.473 -0.469 -1.146
H 2.568 -0.067 -5.718
H 1.112 -1.409 0.506
H 6.435 -8.215 4.013
H 3.027 1.070 -4.487
H -2.933 0.198 -3.999
H -2.391 0.126 -6.477
H 4.424 -3.618 2.897
H 5.948 -7.760 6.377
C -3.572 4.477 -1.571
H -0.210 -2.533 -2.890
H 0.408 0.111 -5.271
H -5.786 5.245 -0.162
H -1.490 2.095 1.253
C -2.029 -0.593 -5.743
C 5.471 -7.109 5.652
O 2.775 -11.733 4.899
H -9.415 2.596 -0.623
C -1.066 -0.640 -3.298
V 3.456 -10.643 5.987
C 0.925 0.560 -4.426
H -3.032 -2.349 -3.744
O -3.041 4.366 0.789
C -7.917 4.051 -0.579
O 1.656 3.073 -2.509
C 0.554 5.916 4.481
N -7.591 5.132 -0.761
H -2.781 -1.377 -5.712
C 0.638 2.634 0.946
H -1.560 1.105 -4.511
C 1.819 1.897 -2.153
H -3.145 -4.455 -4.791
C -3.749 4.759 -0.100
C 6.106 -5.474 4.232
Br -0.977 2.267 -2.107
Cl 1.188 6.692 3.038
H -5.673 7.490 0.601
H -1.481 1.875 8.407
N -4.940 5.525 0.379
C -2.128 -4.111 -4.624
C -0.867 -2.128 -3.664
H -1.534 -4.941 -4.251
O 5.539 -6.440 3.463
O 4.195 -9.410 6.919
F 4.445 -8.357 3.930
C 0.357 -0.013 -3.107
C 2.998 -0.814 -0.238
Br 3.358 -3.700 -1.263
H -0.921 3.558 2.031
H -7.791 2.011 -1.029
H 1.290 0.706 1.485
Cl 0.431 4.145 4.242
H 3.338 -0.280 0.638
C 3.404 -2.694 1.338
H -2.222 -3.365 -2.575
H 0.755 1.631 -4.508
H -0.318 2.807 8.704
H 2.344 1.565 0.411
Na -1.409 4.475 -0.703
H -5.023 5.260 1.363
O 6.477 -4.427 3.798
H 1.032 -0.847 -2.926
O 2.899 1.303 -1.966
H 5.521 -2.785 1.789
H -1.100 -1.000 -6.125
C 5.539 -7.636 4.238
H 4.754 -4.362 1.360
H 4.448 -6.925 5.971
H 0.560 3.340 0.117
H 2.597 -3.427 1.339
C 4.633 -3.403 1.853
C 1.490 -0.931 -0.401
*
```

Calculated values
Kohn-Sham gap = 0.88 eV

Atom charges from the Löwdin analysis, given in e for atoms 1 to 6: -0.029, 0.069, -0.131, 0.052, 0.120, 0.066

The following is a DFT calculation (the ωB97M-V functional and the def2-TZVPD basis) of the ion CH7N6 with charge +1 at a distorted geometry.

Structure (ORCA input):
```
! wB97M-V def2-TZVPD RIJCOSX def2/J DEFGRID3
* xyz 1 1
N -2.209 0.545 -0.005
N -0.044 -0.378 -0.492
H 2.979 -3.059 -0.929
C 1.134 -0.659 -0.026
N -0.282 1.781 0.495
H -0.849 2.444 1.019
H -0.133 2.138 -0.448
N -0.890 0.523 0.447
N 1.838 -1.692 -0.361
H -0.881 0.128 1.403
H 1.544 -0.162 0.862
H -2.674 -0.354 0.109
H -2.249 0.819 -0.985
N 2.716 -2.074 -1.088
*
```

Calculated values
Structure (SMILES) = [H]/N=N/C=N/[NH+](N)N
Kohn-Sham gap = 9.31 eV
Energy relative to the best compared isomer or geometry (same formula, charge and spin) = 510.7 kJ/mol

Atom charges from the natural (NBO) analysis, given in e for atoms 1 to 6: -0.626, -0.373, 0.360, 0.206, -0.638, 0.399

The following is a DFT calculation (the ωB97M-V functional and the def2-TZVPD basis) of a cluster of 2 separate species, CI2NO2 in total at a distorted geometry.

Structure (ORCA input):
```
! wB97M-V def2-TZVPD RIJCOSX def2/J DEFGRID3
* xyz -1 1
C 0.020 -0.453 1.093
O -0.273 -1.630 1.132
I -0.246 2.176 -1.091
O 0.519 0.471 1.577
N -0.579 0.304 -0.732
I 0.559 -0.868 -1.979
*
```

Calculated values
Kohn-Sham gap = 6.69 eV
Energy relative to the best compared isomer or geometry (same formula, charge and spin) = 24.7 kJ/mol

For each atom in turn, the natural (NBO) charge in e is: 1.022, -0.649, 0.222, -0.609, -1.122, 0.136

The following is a DFT calculation (the ωB97M-V functional and the def2-TZVPD basis) of a cluster of 2 separate species, C4H8NO2PS in total at a distorted geometry.

Structure (ORCA input):
```
! wB97M-V def2-TZVPD RIJCOSX def2/J DEFGRID3
* xyz 0 1
H 1.528 -0.959 0.982
H 0.113 -2.580 -1.204
H -2.378 2.624 0.495
S 0.123 -2.944 1.443
H -1.287 2.665 -2.005
H -1.121 -0.758 0.349
O -0.407 -0.445 0.769
C 0.774 -1.763 -0.916
C -0.805 2.551 -1.107
H 1.709 -2.150 -1.075
H 0.610 -0.777 -1.238
C 0.590 -1.435 0.598
C -1.376 2.522 0.123
H 0.473 -2.952 2.725
N 1.008 2.008 0.017
P -0.036 2.127 1.224
O 0.482 2.265 -1.181
*
```

Calculated values
Structure (SMILES) = C[C@@H](O)S.c1cpno1
Kohn-Sham gap = 10.02 eV
Energy relative to the best compared isomer or geometry (same formula, charge and spin) = 434.4 kJ/mol

Atom charges from the natural (NBO) analysis, given in e for atoms 1 to 6: 0.215, 0.213, 0.250, -0.080, 0.198, 0.461